Record 1
74
Properties=species:S:1:pos:R:3:mulliken_charge:R:1 method="wB97M-V/def2-TZVPD" e_lumo_ev=0.39 mol_weight_g_mol=383.57 homo_lumo_gap_ev=10.04 total_charge=0 homo_ha=-0.355 e_tot_ha=-1295.57263 largest_force_ha_per_bohr=0.02936 relative_energy_kcal_mol=19.1
C -3.52581 0.29501 -0.07032 -0.493
H 0.71447 -2.27699 -4.33378 0.485
H -0.15862 3.40474 6.06741 0.375
H 4.41373 -1.40809 3.39006 0.286
O 0.50668 1.29723 7.32223 -0.536
H -2.01092 3.07818 1.16038 0.055
H 0.16995 2.08316 0.47992 0.036
C -4.55286 -0.79396 0.20217 -0.418
H 4.60626 2.11266 -0.50251 0.364
H -2.86070 0.40693 0.78773 0.069
N -1.89878 -2.12929 -4.73052 -0.741
H 1.80153 -0.85434 -1.59446 0.389
H -6.05634 0.36718 0.61618 0.324
O 6.72020 1.29236 -1.93970 -0.516
C 5.41201 1.62385 -2.41771 -0.398
H -1.78108 -1.12305 -4.71864 0.263
H -3.73766 3.52785 0.86797 0.358
O -0.50566 -2.21000 1.16545 -0.486
O 1.63965 -0.58788 1.89182 -0.477
H -0.65649 -4.71424 -2.98454 0.608
C 0.89861 0.62271 1.88798 -0.084
C -0.84190 -2.68118 -0.17889 0.890
C 1.00482 1.57145 6.00704 -0.085
H 1.36330 0.58882 -2.60474 0.257
C -0.32052 -4.06971 -0.46461 -1.157
H 0.70594 0.60136 -0.29328 -0.157
H -3.97788 1.25649 -0.30951 0.426
H -2.52693 2.85038 -1.33977 0.292
C -1.35800 -4.24164 -3.68313 -1.555
O -2.42576 5.09813 1.14681 -0.564
H 0.69868 -3.01850 -2.71322 0.311
C -2.45398 3.81867 -0.85233 -1.107
H 3.39224 1.60856 -1.63209 0.119
H -1.10456 -4.60149 -4.68192 0.419
C -1.25618 -2.74669 -3.57993 1.207
C 1.41697 -0.49723 -2.55364 -0.945
H 5.42888 2.68876 -2.66873 0.218
H -4.98007 -1.17639 -0.73161 0.258
O 4.36663 -0.45783 3.25201 -0.681
H -2.89148 0.00703 -0.91666 0.153
H -1.47724 4.27316 -1.04710 0.339
H -0.48517 -1.94743 -0.90444 -0.412
H 0.49556 2.95933 4.44381 0.334
H 2.03411 1.95404 6.04087 0.273
H -0.15513 0.40321 2.08937 0.148
H -0.70257 -4.82955 0.21450 0.462
H -2.35363 -4.59660 -3.42955 0.390
C 4.41375 1.39544 -1.30382 -0.729
H 3.44728 -0.30348 2.99340 0.348
H 5.18039 1.03250 -3.30436 0.342
C 0.92372 1.29043 0.52081 -0.150
H -0.56855 -4.35863 -1.48802 -0.160
H -1.79747 -2.39442 -2.69425 -0.285
O -5.60198 -0.35675 1.05906 -0.545
H 1.29595 1.31370 2.62963 0.231
H -1.94021 -2.60473 -0.27449 -0.008
H 0.77177 -4.05026 -0.39170 0.280
O 0.13196 -1.03905 -2.78934 -0.372
H -4.08219 -1.62000 0.73360 0.203
H 0.98836 -1.29651 1.76504 0.285
H 2.13203 -0.78307 -3.33890 0.372
H 4.48879 0.38991 -0.89690 0.311
C 0.10827 2.59210 5.39044 -1.100
H 1.00508 0.64470 5.42290 0.202
H 1.90848 1.71422 0.30654 0.157
C 0.16990 -2.30979 -3.37962 -0.767
H -2.91871 5.22746 1.96085 0.298
H -3.15777 4.52183 -1.30659 0.347
H -0.92943 -2.79661 1.80043 0.233
H 1.16080 0.76148 7.77968 0.298
H 7.18401 0.78043 -2.60459 0.299
H -0.88125 2.15262 5.18700 0.259
C -2.69177 3.75745 0.64592 0.041
H -1.47549 -2.49010 -5.57913 0.308

Record 2
75
Properties=species:S:1:pos:R:3:lowdin_spin:R:1 method="wB97M-V/def2-TZVPD" e_lumo_ev="-3.46 / -3.56" mol_weight_g_mol=436.50 multiplicity=4 homo_lumo_gap_ev="8.84 / 8.98" total_charge=+1 s2=3.75 homo_ha="-0.452 / -0.461" e_tot_ha=-2259.87236 largest_force_ha_per_bohr=0.06775 relative_energy_kcal_mol=64.0
H -2.39377 0.62265 -1.98347 0.000
H -3.47990 -2.98557 -0.78045 0.001
O -0.83679 4.28020 -1.70736 0.000
H 3.00892 1.05972 -0.01044 0.000
O 1.13877 1.92551 1.69771 0.000
H -2.85636 -3.91299 0.63205 0.002
H 1.06012 -1.67173 2.41647 0.000
H 1.04516 1.32139 0.95753 0.000
H -3.43997 -4.74342 -0.86873 0.000
C -1.25079 1.67497 3.79364 0.001
O 0.10585 -1.76805 2.37529 0.013
O -1.16179 -2.52119 -0.53712 0.009
C -3.33350 0.46634 -1.45377 0.002
V -1.66284 -0.72683 1.18260 2.878
O -0.02210 0.04143 0.07825 0.018
H 1.26736 -4.09243 3.89635 0.000
H 3.13727 1.58091 2.28391 0.000
H -3.17426 2.75463 3.39075 0.000
C 2.50870 2.25254 1.69917 0.000
H 2.82473 -3.15778 0.19548 0.000
H 1.47544 0.68005 -4.86544 0.000
H 4.61866 -2.92566 1.86472 0.000
H 5.11161 -1.41099 1.20224 0.000
H -1.65007 3.53696 2.67147 0.000
H 0.62101 -4.06446 2.24834 0.000
H 5.30350 -2.90845 0.23476 0.000
O -1.09649 0.94412 2.62657 0.021
H -0.46404 -1.00168 -4.23973 0.000
C 0.36587 -3.94592 3.30141 0.001
O -3.21040 0.08483 -0.13466 0.034
H 4.19040 2.18477 0.43967 0.000
H -0.25258 1.94009 4.14208 0.000
H -0.40182 0.45738 -3.32069 0.000
O 0.37562 -1.23648 -2.35536 0.000
H -0.16022 0.67086 -0.65610 0.003
H 1.46050 3.54409 -4.06348 0.000
C -0.24366 3.55850 -2.78777 0.000
H -0.91455 3.73182 -3.62918 0.000
H -4.37247 2.05237 -2.64695 0.000
H -1.03343 -4.56129 -0.89396 0.000
C 4.66276 -2.36632 0.93022 0.000
H 2.70604 3.25077 2.08991 0.000
H -1.36669 -2.78336 3.34724 0.003
H -5.24635 1.51719 -1.16318 0.000
H 3.41199 -1.82642 -0.84791 0.000
H -3.92908 2.49559 -1.02356 0.000
H -0.50122 1.54526 2.17283 0.001
H -3.78482 -0.40819 -1.92240 0.001
C 0.13293 -0.47645 -3.49417 0.000
C 1.49262 -0.02212 -4.03192 0.000
H -1.78176 -3.67324 -2.16647 0.000
H -1.55211 1.01288 4.60539 0.000
C -1.64654 -3.68055 -1.08491 0.001
H 2.82263 2.82357 -0.46978 0.000
H -0.07650 -2.12143 4.38819 0.000
C 1.22396 3.97056 -3.08867 0.000
H -0.23362 -4.81275 3.57947 0.000
C -2.93448 -3.87115 -0.45435 0.003
H -0.38462 2.50894 -2.52961 0.000
C 3.11353 2.10137 0.29307 0.000
H 1.82003 -0.82600 0.36387 0.000
H -2.07010 3.63966 4.30041 0.000
O 2.53133 -1.19984 0.88912 0.000
C -2.10289 2.94134 3.46412 0.001
H 2.12896 0.43829 -3.27614 0.000
H -0.27252 4.10404 -0.95094 0.000
H -4.09979 0.06012 0.22585 0.003
C -4.27404 1.66126 -1.63430 0.000
C 3.24873 -2.15376 0.17888 0.000
C -0.29791 -2.58461 3.42666 0.005
H -0.54705 -2.19324 -1.19753 0.000
H 2.09981 -0.88114 -4.31742 0.000
H 1.98432 3.73728 -2.34333 0.000
H 1.21233 5.06039 -3.10443 0.000
H 0.30240 -0.71915 -1.55000 0.000

Record 3
80
Properties=species:S:1:pos:R:3:mulliken_charge:R:1 method="wB97M-V/def2-TZVPD" e_lumo_ev=2.22 mol_weight_g_mol=479.37 homo_lumo_gap_ev=6.55 total_charge=-1 homo_ha=-0.159 e_tot_ha=-1993.93459 largest_force_ha_per_bohr=0.07067
H 4.37108 2.83962 1.76680 0.357
N -3.88519 -0.29107 4.43329 -0.799
C -1.72393 -1.45966 4.85920 -0.678
H -3.45105 -0.03289 3.54228 0.359
H 1.27925 -4.65477 0.54286 -0.188
C 3.62603 3.35434 1.14714 -0.900
H -0.62640 3.14803 -2.50826 0.381
C -2.24739 0.87019 5.81998 -1.400
H -2.48249 6.39173 -4.44506 0.216
H -2.04465 1.52111 4.96605 0.274
O 0.46640 -5.66600 -2.27567 -0.213
C 3.52528 4.15808 -1.10895 -0.589
O -0.03550 -6.20521 3.68772 -0.725
N 2.19515 1.33104 0.86977 -0.509
O -1.28543 -1.16636 3.52906 -0.305
H 3.33509 5.12886 -0.64252 0.299
H -0.89418 -6.22992 -0.85863 0.246
H 0.36798 -6.82117 -4.01050 0.393
O 4.01638 -2.96765 1.88726 -0.603
H -0.64037 3.95808 -4.93956 0.354
C -0.33173 4.55293 -4.07550 -1.479
H 2.44441 -1.04493 3.57641 0.216
H -1.21833 4.73200 -0.87567 0.261
C -0.87601 -5.95787 -1.91733 -0.692
H -1.32341 0.76087 6.39444 0.330
H 0.13610 3.15261 1.31197 0.403
H -1.28712 -6.78959 -2.49644 0.323
H 0.90099 -4.21256 4.95968 -0.021
H -4.23690 6.27642 -4.51345 0.258
H -1.75200 -4.26163 -3.99911 0.281
H 3.94093 -3.79090 1.30208 0.282
Al 1.07780 -3.72902 1.83447 -0.164
H -3.22677 -0.95280 6.30408 0.436
H 2.49654 1.37900 -0.10793 0.281
P 1.06117 -5.05695 3.79582 0.419
H 0.42078 -3.35293 -3.06461 0.337
H -2.96474 3.34460 -2.14018 0.346
C -0.32607 -0.12337 3.44272 -0.479
H 2.92215 0.77249 1.31804 0.165
H -2.16554 -2.46289 4.80897 0.348
O -3.35374 5.07306 -3.11734 -0.386
H 0.26355 -0.27760 2.53511 0.301
H 1.17914 4.56152 1.08698 0.348
C -1.18445 -4.66237 -4.84249 -1.390
C -3.31948 5.69404 -4.39361 -0.639
C 1.07215 3.49728 0.85968 -1.151
H -2.97160 1.39635 6.45104 0.350
H 0.35282 -0.11393 4.30013 0.190
H 1.75548 -3.38434 -3.95902 0.271
B 2.67145 -2.40265 2.12020 0.279
H 0.81266 -4.83722 -5.54802 0.383
C -2.79987 -0.49194 5.40501 0.311
H -1.49409 -5.06669 -2.03462 0.218
H -0.86511 -1.53261 5.53977 0.363
H -1.40417 -4.02048 -5.70230 0.346
H -1.56570 -5.66214 -5.06791 0.337
O 2.35798 -1.02900 2.56119 -0.282
H -4.31859 -1.19380 4.23659 0.290
N -0.81318 5.08484 -1.74331 -0.667
H 1.85814 -5.93501 -3.71942 0.311
O 4.09320 3.22755 -0.19942 -0.413
H 2.11999 2.64029 2.49810 0.299
H -1.37637 5.91438 -1.95242 0.305
H -0.49748 5.60745 -4.30898 0.294
H 3.63626 4.40697 1.46007 0.468
H 0.95671 3.38799 -0.22139 -0.081
C -1.06462 4.10650 -2.81202 0.597
C 2.25088 2.69737 1.41064 0.542
H 0.74893 4.42471 -3.95179 0.313
C -2.57930 3.87369 -3.02081 -0.884
H -0.83085 0.83851 3.34290 0.091
N 0.73804 -3.39350 -4.03761 -0.746
C 0.76506 -5.85847 -3.66178 -0.731
H 2.60675 3.75003 -1.53294 0.158
C 0.31959 -4.69530 -4.57865 0.356
H -2.77159 3.22149 -3.88322 0.446
H -3.26257 4.96496 -5.20684 0.293
H -0.30486 -2.97257 1.62285 -0.204
H 2.43145 -5.58241 3.87815 0.009
H 4.22907 4.30121 -1.93320 0.284